Record 1
{"formula": "C26H33N3O5", "method": "ωB97M-V with the def2-TZVPD basis set", "homo_lumo_gap_ev": 6.569, "lumo_energy_ev": -0.4, "energy_ha": -1550.9559, "species": ["C", "N", "C", "C", "C", "C", "C", "C", "C", "C", "O", "O", "C", "C", "C", "O", "C", "O", "C", "C", "H", "H", "H", "H", "H", "H", "H", "H", "H", "H", "H", "H", "H", "H", "H", "H", "H", "C", "C", "N", "C", "C", "C", "C", "N", "C", "C", "C", "C", "C", "O", "H", "H", "H", "H", "H", "H", "H", "H", "H", "H", "H", "H", "H", "H", "H", "H"], "positions_angstrom": [[-0.88402, -6.79760, 0.27521], [-0.25893, -5.50029, 0.43769], [1.12061, -5.54872, 0.88613], [-1.00494, -4.32537, 0.48783], [-1.25795, -3.67202, 1.71611], [-1.93419, -2.46994, 1.74938], [-2.34035, -1.81322, 0.56100], [-2.94928, -0.49224, 0.60758], [-2.51240, 0.47726, 1.46663], [-3.21418, 1.77947, 1.49497], [-4.09364, 2.08738, 0.71689], [-2.79107, 2.68676, 2.43026], [-2.08620, 2.13912, 3.57298], [-1.52921, 3.31495, 4.37697], [-3.01348, 1.30020, 4.42791], [-0.94742, 1.38372, 3.11226], [-1.14835, 0.48074, 2.10384], [-0.21810, -0.20668, 1.74529], [-2.09517, -2.47830, -0.66285], [-1.49881, -3.72547, -0.69659], [-1.90473, -6.68244, -0.10462], [-0.28906, -7.39495, -0.42758], [-0.91438, -7.32485, 1.24169], [1.56535, -4.54753, 0.84598], [1.18877, -5.94200, 1.91042], [1.67902, -6.22201, 0.22281], [-0.92798, -4.13606, 2.64723], [-2.14999, -1.98808, 2.70522], [-3.74049, -0.21090, -0.08463], [-0.84181, 3.90899, 3.77004], [-2.34131, 3.95940, 4.72316], [-0.98837, 2.94345, 5.25187], [-3.42042, 0.44815, 3.87400], [-2.45363, 0.93403, 5.29581], [-3.83077, 1.93967, 4.78340], [-2.35379, -1.94732, -1.58153], [-1.32634, -4.21462, -1.65521], [-4.14614, -3.08103, -4.53568], [-4.64179, -3.30355, -3.12421], [-5.50615, -2.24261, -2.56199], [-6.92253, -2.35090, -2.97227], [-7.85648, -2.99326, -1.95773], [-4.93001, -0.97868, -2.36223], [-5.63993, -0.07841, -1.49647], [-5.62924, 1.29797, -1.68437], [-4.58716, 1.95285, -2.32132], [-4.54278, 3.33329, -2.34527], [-5.58399, 4.08847, -1.80943], [-6.65395, 3.41233, -1.20503], [-6.67048, 2.03710, -1.15695], [-3.80172, -0.71109, -2.85184], [-3.43779, -3.87903, -4.78785], [-4.98765, -3.12164, -5.23782], [-3.63399, -2.11625, -4.60822], [-5.26788, -4.20703, -3.09151], [-3.79228, -3.43036, -2.43694], [-7.28532, -1.34544, -3.23291], [-6.92918, -2.97916, -3.87925], [-8.80300, -3.20983, -2.46345], [-7.45028, -3.93529, -1.57716], [-8.07480, -2.33140, -1.11485], [-6.41210, -0.45115, -0.82183], [-3.80675, 1.30881, -2.70200], [-3.65323, 3.78981, -2.78132], [-5.55065, 5.17119, -1.82680], [-7.47628, 3.94798, -0.73603], [-7.44224, 1.43951, -0.67351]], "lowdin_charge": [-0.08, -0.25, -0.08, -0.25, 0.00, -0.03, -0.18, 0.10, -0.03, -0.40, 0.13, 0.08, -0.52, 0.02, 0.02, 0.08, -0.39, 0.14, -0.02, 0.00, 0.09, 0.08, 0.08, 0.09, 0.08, 0.08, 0.12, 0.12, 0.10, 0.10, 0.10, 0.10, 0.09, 0.10, 0.10, 0.10, 0.12, -0.08, -0.22, -0.07, -0.23, -0.09, -0.45, -0.07, -0.05, -0.01, -0.05, -0.07, -0.06, -0.04, -0.04, 0.08, 0.07, 0.07, 0.12, 0.09, 0.12, 0.11, 0.07, 0.07, 0.06, 0.11, 0.11, 0.12, 0.10, 0.11, 0.13]}

Record 2
{"formula": "C31H71CuN4O7", "method": "ωB97M-V with the def2-TZVPD basis set", "homo_lumo_gap_ev": 4.021, "lumo_energy_ev": -2.0, "energy_ha": -3609.4515, "species": ["Cu", "C", "O", "H", "H", "H", "C", "C", "C", "C", "C", "C", "N", "O", "C", "C", "C", "H", "H", "H", "H", "H", "H", "H", "H", "H", "H", "H", "H", "H", "H", "H", "H", "H", "H", "H", "C", "C", "C", "C", "C", "C", "N", "O", "C", "C", "C", "H", "H", "H", "H", "H", "H", "H", "H", "H", "H", "H", "H", "H", "H", "H", "H", "H", "H", "H", "C", "O", "C", "C", "N", "C", "C", "O", "C", "H", "H", "H", "H", "H", "H", "H", "H", "H", "H", "H", "H", "H", "H", "H", "C", "O", "C", "C", "N", "C", "C", "O", "C", "H", "H", "H", "H", "H", "H", "H", "H", "H", "H", "H", "H", "H", "H", "H"], "positions_angstrom": [[-0.01373, 3.64053, -4.91799], [1.15220, 0.23399, -1.74098], [0.57710, 1.32538, -2.35310], [2.14593, 0.10555, -2.17006], [1.13462, 0.26074, -0.65146], [0.58432, -0.67003, -1.96089], [0.86944, -5.33168, -1.45400], [0.11020, -6.43247, -0.62258], [1.13733, -6.97434, 0.39665], [1.44072, -6.04578, 1.61571], [0.11582, -5.65319, 2.27661], [-1.02095, -5.14720, 1.31912], [-1.13037, -6.03976, 0.07569], [-2.15405, -5.69736, -0.77590], [-2.36095, -5.31600, 2.11042], [-0.63561, -3.68008, 0.99607], [-0.18654, -7.56317, -1.61907], [1.49200, -4.67338, -0.84807], [0.10294, -4.71708, -1.92606], [1.43822, -5.74321, -2.28781], [0.87401, -7.96421, 0.76941], [2.09987, -7.10230, -0.09857], [1.87515, -5.10487, 1.27800], [2.16913, -6.44108, 2.32371], [0.33030, -4.91899, 3.05318], [-0.20383, -6.56521, 2.78076], [-2.21950, -5.09051, 3.16741], [-3.14248, -4.71095, 1.65082], [-2.68061, -6.35326, 2.01048], [-1.09980, -2.97276, 1.68335], [0.44285, -3.52886, 0.94956], [-1.06891, -3.36617, 0.04644], [-0.71839, -7.16707, -2.48413], [-0.91397, -8.24704, -1.18171], [0.69117, -7.91632, -2.16037], [-2.86010, -6.32385, -0.60101], [-4.29095, 4.02244, -0.38353], [-4.51579, 2.51423, 0.13954], [-5.72696, 2.57504, 1.18198], [-6.24382, 1.17443, 1.36229], [-6.70219, 0.46653, 0.03019], [-5.59530, 0.34207, -0.98844], [-4.82795, 1.62848, -0.96926], [-3.93266, 1.79032, -2.05215], [-4.74338, -0.87118, -0.53656], [-6.13904, 0.23887, -2.39333], [-3.27071, 2.08469, 0.92202], [-5.21115, 4.27252, -0.91154], [-3.52348, 4.22382, -1.13090], [-4.04255, 4.64547, 0.47568], [-5.32157, 2.81834, 2.16410], [-6.40054, 3.42082, 1.04402], [-7.11611, 1.39146, 1.97883], [-5.50388, 0.58179, 1.90022], [-7.57475, 1.01565, -0.32367], [-7.05537, -0.46876, 0.46445], [-5.09095, -1.88439, -0.73827], [-3.87350, -0.90172, -1.19266], [-4.52009, -0.89073, 0.53014], [-6.82292, -0.59675, -2.24453], [-6.77349, 1.08612, -2.65360], [-5.46919, 0.09870, -3.24171], [-2.44457, 1.99205, 0.21704], [-3.44028, 1.12986, 1.41968], [-2.86513, 2.72433, 1.70589], [-3.09327, 1.43746, -1.74799], [0.00795, 7.42737, 0.03681], [1.20567, 7.17440, -0.73814], [1.18179, 5.92836, -1.47719], [2.46349, 5.88619, -2.32032], [2.30797, 4.80564, -3.33342], [3.43807, 4.73323, -4.29093], [3.43085, 3.42258, -5.11416], [2.21300, 3.21606, -5.81810], [2.05928, 1.92049, -6.31264], [-0.07115, 8.39829, 0.52584], [-0.21489, 6.64820, 0.76575], [-0.86118, 7.45931, -0.62023], [0.37285, 6.16383, -2.16876], [0.97532, 5.05065, -0.86475], [3.23981, 5.75284, -1.56690], [2.53578, 6.86616, -2.79205], [2.06739, 3.91357, -2.92546], [4.42413, 4.85453, -3.84252], [3.17887, 5.57225, -4.93663], [3.60812, 2.59416, -4.42831], [4.25541, 3.36725, -5.82489], [1.12173, 1.85267, -6.86444], [2.26451, 1.10010, -5.62493], [2.78271, 1.82658, -7.12254], [7.59250, -2.66840, 1.92182], [6.22250, -2.33225, 1.85973], [5.91675, -1.16513, 2.65482], [4.44040, -0.67713, 2.56371], [4.38563, 0.59861, 3.35829], [3.00883, 1.13141, 3.21886], [2.73729, 2.41874, 4.05015], [2.48413, 2.16184, 5.43895], [2.43524, 3.38346, 6.24258], [8.29134, -1.88297, 1.63403], [7.79932, -3.59531, 1.38687], [7.76461, -2.94601, 2.96173], [6.52713, -0.29016, 2.43132], [6.06638, -1.36805, 3.71527], [3.86074, -1.46835, 3.03919], [4.02864, -0.56963, 1.56023], [4.61663, 0.53462, 4.33944], [2.22994, 0.39745, 3.42561], [2.90015, 1.35759, 2.15813], [1.78252, 2.84705, 3.74509], [3.57177, 3.10943, 3.92893], [3.46561, 3.73178, 6.31436], [1.93291, 3.07976, 7.16103], [1.70955, 4.10701, 5.87118]], "lowdin_charge": [0.68, -0.42, -0.45, 0.03, 0.03, 0.03, -0.03, -0.49, -0.13, -0.18, -0.16, -0.43, -0.13, -0.01, -0.04, -0.03, -0.05, 0.07, 0.08, 0.08, 0.11, 0.11, 0.09, 0.11, 0.12, 0.11, 0.08, 0.07, 0.08, 0.08, 0.07, 0.08, 0.07, 0.09, 0.09, 0.10, -0.03, -0.46, -0.14, -0.18, -0.13, -0.51, -0.11, -0.01, -0.02, -0.04, -0.04, 0.07, 0.06, 0.07, 0.11, 0.11, 0.11, 0.10, 0.12, 0.12, 0.08, 0.08, 0.07, 0.09, 0.09, 0.08, 0.08, 0.07, 0.08, 0.09, -0.10, -0.21, -0.21, -0.18, -0.07, -0.17, -0.19, -0.24, -0.11, 0.08, 0.08, 0.07, 0.11, 0.13, 0.12, 0.12, 0.09, 0.12, 0.12, 0.13, 0.13, 0.09, 0.11, 0.09, -0.13, -0.19, -0.22, -0.18, -0.06, -0.21, -0.21, -0.22, -0.08, 0.09, 0.08, 0.08, 0.11, 0.11, 0.11, 0.12, 0.10, 0.11, 0.11, 0.11, 0.12, 0.09, 0.08, 0.08]}